(1)
{"formula": "C26H21BCl3N11O2STa", "method": "the ωB97M-V functional and the def2-TZVPD basis", "symbols": ["Ta", "N", "C", "S", "N", "N", "C", "C", "C", "C", "C", "C", "C", "O", "H", "H", "H", "H", "H", "H", "H", "C", "C", "N", "N", "C", "B", "N", "C", "C", "C", "N", "N", "C", "C", "C", "N", "N", "C", "C", "C", "N", "H", "H", "H", "H", "H", "H", "H", "H", "H", "H", "H", "H", "Cl", "C", "C", "C", "Cl", "C", "O", "C", "Cl", "C", "H", "H"], "xyz": [[-0.165, 0.572, 0.403], [0.739, 4.523, 2.543], [0.339, 3.326, 2.171], [1.401, 2.093, 1.731], [-1.030, 3.159, 2.271], [-1.431, 1.970, 1.868], [-2.694, 1.740, 2.262], [-3.379, 0.530, 2.126], [-4.740, 0.442, 2.514], [-5.407, -0.748, 2.397], [-4.726, -1.879, 1.921], [-3.389, -1.836, 1.555], [-2.721, -0.628, 1.649], [-1.435, -0.523, 1.322], [1.716, 4.778, 2.537], [0.059, 5.196, 2.869], [-3.178, 2.573, 2.763], [-5.239, 1.324, 2.895], [-6.447, -0.825, 2.679], [-5.258, -2.819, 1.844], [-2.862, -2.717, 1.215], [1.936, -1.941, 3.339], [1.082, -0.937, 2.927], [1.131, -0.806, 1.590], [2.017, -1.724, 1.141], [2.511, -2.414, 2.169], [2.231, -1.861, -0.387], [0.836, -2.226, -0.964], [0.392, -3.386, -1.450], [-0.943, -3.265, -1.776], [-1.261, -1.970, -1.419], [-0.194, -1.325, -0.915], [2.567, -0.462, -0.931], [3.639, -0.077, -1.624], [3.510, 1.269, -1.927], [2.303, 1.639, -1.370], [1.723, 0.582, -0.766], [3.353, -2.797, -0.721], [3.589, -3.733, -1.684], [4.873, -4.178, -1.539], [5.375, -3.446, -0.445], [4.475, -2.616, 0.040], [2.125, -2.278, 4.343], [0.439, -0.304, 3.517], [3.247, -3.182, 2.004], [1.035, -4.244, -1.513], [-1.586, -4.009, -2.210], [-2.216, -1.494, -1.508], [4.422, -0.781, -1.850], [4.198, 1.885, -2.477], [1.827, 2.600, -1.362], [2.877, -3.979, -2.451], [5.380, -4.911, -2.141], [6.356, -3.488, 0.002], [-3.696, 4.539, -4.875], [-2.736, 3.844, -3.631], [-3.174, 2.688, -2.998], [-2.363, 2.168, -2.014], [-2.826, 0.783, -1.076], [-1.143, 2.721, -1.654], [-0.412, 2.097, -0.705], [-0.766, 3.917, -2.257], [0.634, 4.768, -1.719], [-1.554, 4.467, -3.255], [-4.114, 2.228, -3.264], [-1.251, 5.391, -3.728]], "atomic_forces_ev_per_a": [[1.05, -0.10, -0.01], [0.09, 0.00, -0.01], [-0.46, 0.24, 0.07], [0.18, -0.13, 0.04], [0.34, -0.11, -0.17], [-0.17, 0.04, 0.00], [0.10, -0.02, -0.04], [-0.10, 0.05, 0.00], [-0.01, -0.04, 0.01], [0.01, 0.05, 0.02], [0.05, -0.05, -0.03], [-0.10, 0.00, 0.08], [0.24, 0.10, 0.10], [-0.76, -0.55, 0.04], [0.00, -0.01, -0.01], [-0.01, 0.00, 0.01], [-0.03, 0.00, -0.01], [0.00, 0.00, -0.01], [0.00, 0.00, 0.00], [0.00, 0.00, 0.01], [0.01, 0.00, -0.01], [-0.01, -0.01, -0.02], [-0.03, 0.00, -0.01], [0.01, 0.10, 0.07], [0.15, 0.03, -0.03], [-0.05, -0.04, 0.05], [-0.02, 0.07, -0.07], [0.00, 0.08, -0.01], [0.05, -0.05, 0.03], [-0.01, 0.00, 0.04], [-0.03, 0.01, 0.06], [-0.02, 0.03, -0.06], [-0.08, 0.00, 0.05], [0.01, -0.03, 0.00], [0.01, -0.01, -0.01], [-0.02, -0.03, -0.01], [0.11, 0.18, 0.01], [-0.02, -0.18, 0.29], [0.03, 0.15, -0.17], [-0.02, 0.02, -0.02], [0.05, 0.04, 0.01], [-0.04, -0.07, -0.05], [0.00, 0.00, 0.00], [0.01, 0.01, 0.00], [0.00, 0.02, 0.01], [0.08, -0.02, -0.02], [0.00, 0.01, -0.01], [-0.01, 0.03, -0.01], [0.02, 0.00, 0.00], [0.00, 0.01, 0.00], [0.01, 0.03, 0.00], [-0.10, -0.01, 0.01], [0.00, -0.01, 0.01], [0.00, -0.01, 0.00], [0.01, -0.02, 0.02], [-0.04, 0.05, -0.06], [0.04, 0.02, 0.03], [-0.05, -0.06, 0.01], [-0.25, 0.11, -0.15], [0.05, 0.07, 0.28], [-0.21, 0.01, -0.39], [-0.06, 0.07, -0.03], [0.01, -0.05, 0.01], [0.02, -0.01, 0.03], [0.00, -0.01, 0.00], [-0.01, 0.00, -0.01]], "lowdin_charge": [1.773, 0.181, -0.759, 0.835, 0.072, -0.109, 0.011, -0.168, 0.017, -0.028, 0.009, 0.027, -0.333, -0.291, 0.134, 0.143, 0.151, 0.134, 0.126, 0.130, 0.132, 0.000, -0.144, -0.153, 0.042, -0.011, -0.650, 0.048, -0.023, -0.005, -0.148, -0.055, 0.038, 0.003, 0.008, -0.137, -0.141, -0.018, -0.076, -0.038, -0.125, 0.062, 0.116, 0.112, 0.130, 0.126, 0.118, 0.051, 0.139, 0.118, 0.039, 0.114, 0.106, 0.115, 0.759, -0.648, -0.088, -0.503, 0.902, -0.380, -0.368, -0.558, 0.783, -0.094, 0.124, 0.122], "s2": 0.7756, "largest_force_ev_per_a": 1.05, "e_lumo_ev": [-6.80, -8.79], "gap_ha": [0.2562, 0.1830], "relative_energy_kcal_mol": 12.1, "charge": 2, "spin_multiplicity": 2}

---

(2)
{"formula": "C21H35IN10O5PdS2", "method": "the ωB97M-V functional and the def2-TZVPD basis", "symbols": ["Pd", "C", "C", "C", "C", "N", "C", "S", "N", "C", "H", "H", "H", "H", "H", "H", "H", "H", "C", "C", "C", "C", "N", "C", "N", "N", "N", "H", "H", "H", "H", "H", "H", "H", "H", "H", "H", "C", "C", "S", "O", "O", "C", "C", "N", "C", "N", "C", "C", "N", "O", "O", "C", "H", "H", "H", "H", "H", "H", "H", "H", "H", "H", "H", "H", "H", "N", "C", "O", "C", "I", "H", "H", "H", "H"], "xyz": [[1.374, 0.496, -0.595], [1.652, -2.595, -4.497], [2.302, -1.427, -3.831], [2.932, -0.426, -4.502], [3.470, 0.659, -3.745], [3.436, 0.690, -2.444], [2.880, -0.357, -1.734], [3.441, -0.709, -0.163], [2.271, -1.384, -2.484], [4.118, 1.806, -4.452], [1.648, -2.461, -5.576], [0.627, -2.719, -4.143], [2.199, -3.510, -4.262], [2.994, -0.424, -5.580], [1.756, -2.070, -1.957], [5.089, 1.490, -4.842], [4.267, 2.635, -3.766], [3.510, 2.137, -5.295], [-1.105, -3.085, 5.121], [0.124, -3.896, 4.715], [-0.160, -4.754, 3.484], [1.339, -2.982, 4.489], [1.070, -1.905, 3.559], [1.161, -1.869, 2.220], [0.837, -0.668, 1.809], [0.551, 0.023, 2.924], [0.692, -0.694, 3.974], [-1.885, -3.748, 5.495], [-1.513, -2.534, 4.272], [-0.857, -2.371, 5.907], [0.403, -4.557, 5.541], [-0.394, -4.131, 2.618], [-1.020, -5.399, 3.665], [0.696, -5.388, 3.242], [2.183, -3.557, 4.107], [1.622, -2.509, 5.428], [1.477, -2.694, 1.606], [-2.808, 4.555, 2.217], [-2.493, 4.154, 0.786], [-3.368, 2.632, 0.404], [-4.787, 2.889, 0.425], [-2.874, 1.565, 1.235], [-2.929, 2.286, -1.326], [-3.386, 0.863, -1.684], [-2.400, -0.160, -1.327], [-1.185, -0.299, -1.907], [-0.425, -1.182, -1.258], [-1.172, -1.608, -0.209], [-2.387, -0.990, -0.222], [-3.457, -1.251, 0.676], [-3.162, -1.838, 1.702], [-4.592, -0.949, 0.349], [-0.773, 0.316, -3.201], [-2.275, 5.464, 2.490], [-2.518, 3.758, 2.902], [-3.880, 4.723, 2.325], [-1.443, 3.925, 0.622], [-2.854, 4.889, 0.066], [-1.849, 2.397, -1.407], [-3.454, 3.035, -1.914], [-3.568, 0.794, -2.756], [-4.310, 0.640, -1.157], [-0.837, -2.362, 0.477], [-1.506, 1.023, -3.582], [-0.624, -0.472, -3.941], [0.177, 0.833, -3.064], [1.589, 2.476, 1.614], [1.280, 2.426, 0.275], [0.098, 2.220, -0.120], [2.288, 3.237, -0.570], [1.448, 3.725, -2.464], [0.973, 1.928, 2.205], [2.563, 2.385, 1.857], [3.205, 2.684, -0.762], [2.509, 4.177, -0.066]], "atomic_forces_ev_per_a": [[-0.15, -0.88, 0.29], [0.02, -0.04, 0.10], [0.10, 0.13, -0.19], [-0.08, 0.05, -0.09], [-0.10, -0.13, 0.37], [0.27, 0.22, -0.42], [0.41, -0.12, -0.37], [-0.13, 0.05, 0.25], [0.19, 0.10, -0.15], [0.02, 0.02, -0.04], [-0.02, -0.01, 0.00], [-0.01, 0.00, 0.00], [-0.02, -0.02, 0.00], [-0.03, -0.08, -0.01], [-0.09, -0.01, 0.00], [-0.01, 0.00, -0.03], [0.01, -0.01, 0.02], [0.01, 0.00, -0.02], [0.10, -0.11, 0.08], [-0.03, 0.16, -0.21], [0.04, -0.02, 0.15], [-0.22, -0.33, 0.33], [0.19, 0.07, -0.54], [-0.01, 0.07, 0.20], [-0.17, -0.25, 0.41], [-0.13, 0.24, 0.10], [-0.01, -0.02, 0.16], [-0.03, 0.00, -0.03], [0.00, 0.04, 0.01], [-0.07, 0.04, 0.00], [0.03, 0.02, 0.00], [-0.04, 0.00, -0.01], [-0.01, -0.01, -0.04], [-0.01, -0.01, -0.06], [0.04, 0.07, 0.01], [0.07, 0.02, -0.05], [0.05, 0.00, -0.03], [-0.14, -0.17, 0.05], [-0.20, -0.41, -0.12], [-0.07, 0.10, -0.30], [-0.09, 0.17, -0.09], [0.26, -0.07, -0.03], [0.10, -0.20, 0.66], [-0.04, 0.30, 0.14], [-0.12, 0.28, 0.10], [0.07, -0.55, -0.07], [-0.40, 0.08, -0.28], [-0.29, -0.02, 0.04], [0.59, -0.09, -0.12], [-0.26, -0.21, 0.15], [-0.03, 0.10, -0.09], [0.11, 0.09, 0.00], [-0.01, 0.12, 0.15], [0.02, 0.00, -0.06], [0.04, 0.04, 0.03], [0.02, 0.06, 0.06], [0.12, 0.05, -0.03], [0.08, 0.01, -0.05], [0.10, 0.09, -0.08], [0.01, -0.03, -0.07], [-0.04, -0.01, 0.04], [-0.02, -0.15, -0.15], [-0.02, 0.02, 0.07], [0.03, 0.02, 0.00], [-0.04, 0.01, -0.01], [0.00, 0.09, -0.07], [-0.28, 0.01, 0.22], [0.52, 1.11, -0.36], [0.01, -0.05, 0.20], [-0.28, -0.08, 0.03], [0.09, 0.13, 0.03], [0.03, -0.09, 0.03], [0.03, -0.02, -0.08], [-0.05, -0.02, -0.05], [-0.03, 0.02, -0.06]], "lowdin_charge": [0.542, -0.014, -0.315, 0.000, -0.354, 0.067, -0.951, 0.603, 0.066, -0.056, 0.083, 0.080, 0.092, 0.111, 0.113, 0.088, 0.050, 0.079, -0.071, -0.407, -0.071, -0.114, -0.103, -0.172, 0.010, -0.020, 0.077, 0.081, 0.074, 0.078, 0.134, 0.063, 0.083, 0.079, 0.129, 0.128, 0.124, -0.113, -0.285, 0.645, -0.314, -0.292, -0.187, -0.120, 0.066, -0.335, 0.081, -0.059, -0.155, -0.340, 0.080, 0.085, 0.007, 0.078, 0.080, 0.077, 0.080, 0.106, 0.072, 0.111, 0.128, 0.109, 0.099, 0.079, 0.084, 0.029, 0.134, -0.772, -0.183, -0.561, 0.876, 0.052, 0.101, 0.025, 0.044], "largest_force_ev_per_a": 1.28, "e_lumo_ev": -0.04, "gap_ha": 0.2619, "relative_energy_kcal_mol": 24.0, "charge": 0}